1.
The following is a DFT calculation (the ωB97M-V functional and the def2-TZVPD basis) of a 2-piece molecular cluster, C18H22FN2S overall at a distorted geometry.

Geometry (Å):
C 2.407 0.339 0.695
C 1.927 -1.007 1.155
N 0.644 -1.299 1.190
F -0.471 0.374 0.165
C 0.146 -2.422 1.582
C -1.353 -2.609 1.632
C 0.991 -3.467 1.981
C 2.366 -3.220 2.013
C 3.277 -4.318 2.496
C 2.843 -1.972 1.600
H 3.480 0.329 0.808
H 2.107 0.612 -0.305
H 1.963 1.172 1.223
H -1.495 -3.504 2.254
H -1.940 -1.732 1.920
H -1.786 -2.832 0.634
H 0.497 -4.385 2.281
H 4.321 -3.961 2.463
H 2.990 -4.576 3.529
H 3.152 -5.189 1.828
H 3.875 -1.689 1.577
C -2.754 -0.828 -0.812
S -3.033 0.989 -0.673
C -3.567 1.090 1.137
C -1.245 1.429 -0.287
C -0.735 2.299 -1.418
C 0.430 3.115 -1.176
C 0.962 3.922 -2.194
C 0.463 3.788 -3.495
C 0.987 4.669 -4.503
N 1.469 5.361 -5.304
C -0.664 3.000 -3.784
C -1.220 2.190 -2.768
H -3.021 -1.073 -1.863
H -1.677 -0.991 -0.583
H -3.407 -1.283 -0.074
H -4.153 2.022 1.241
H -4.304 0.251 1.303
H -2.754 1.081 1.872
H -1.124 1.961 0.662
H 0.772 3.162 -0.102
H 1.778 4.597 -1.921
H -1.044 2.992 -4.824
H -2.102 1.612 -3.157

Summary:
HOMO (eV): -11.5
Kohn-Sham gap (eV): 7.886
LUMO (eV): -3.615
Total charge: +1

=====

2.
The following is a DFT calculation (the ωB97M-V functional and the def2-TZVPD basis) of C22H46HgO12S5 as an isolated structure at a distorted geometry.

Geometry (Å):
Hg -0.147 -0.507 -0.327
C -3.396 -0.997 -1.764
O -2.465 -0.845 -0.771
H -4.344 -1.492 -1.553
H -3.756 -0.026 -2.104
H -3.135 -1.549 -2.667
C 2.476 -2.532 0.510
O 1.124 -2.442 0.086
H 3.083 -2.806 -0.352
H 2.789 -1.578 0.935
H 2.651 -3.265 1.298
C -0.182 -4.930 -3.609
C -1.253 -3.993 -4.242
C -0.635 -2.619 -4.646
S 0.767 -2.266 -3.481
O 0.216 -1.366 -2.465
O 1.929 -1.953 -4.210
C 0.834 -4.080 -2.813
H 0.353 -5.472 -4.388
H -0.652 -5.672 -2.964
H -2.047 -3.879 -3.505
H -1.594 -4.492 -5.149
H -1.331 -1.799 -4.824
H -0.237 -2.651 -5.660
H 0.528 -4.064 -1.767
H 1.850 -4.472 -2.784
C -3.803 4.153 0.745
C -4.337 2.718 0.470
C -3.576 1.835 1.433
S -1.837 2.429 1.372
O -1.070 1.751 0.302
O -1.431 2.536 2.746
C -2.275 4.142 0.769
H -4.246 4.594 1.638
H -4.052 4.831 -0.071
H -4.140 2.496 -0.579
H -5.413 2.580 0.573
H -3.685 0.799 1.113
H -3.908 1.903 2.469
H -1.792 4.262 -0.201
H -1.934 4.847 1.527
C 3.605 0.183 3.367
C 2.885 1.098 4.352
C 1.694 1.710 3.608
S 2.217 1.839 1.789
O 2.361 3.256 1.452
O 1.440 0.902 0.986
C 3.815 1.000 2.037
H 2.963 -0.696 3.307
H 4.530 -0.047 3.896
H 3.481 1.919 4.752
H 2.595 0.565 5.258
H 1.540 2.732 3.956
H 0.716 1.229 3.629
H 4.597 1.710 2.309
H 4.129 0.570 1.086
C 3.238 4.047 -3.152
C 2.563 3.509 -4.444
C 2.425 1.964 -4.311
S 2.463 1.499 -2.514
O 3.768 0.879 -2.277
O 1.167 1.010 -1.934
C 2.600 3.284 -1.968
H 2.894 5.071 -3.005
H 4.324 4.030 -3.061
H 3.174 3.776 -5.307
H 1.565 3.868 -4.697
H 3.096 1.431 -4.984
H 1.460 1.649 -4.709
H 3.059 3.399 -0.986
H 1.560 3.606 -1.915
C -2.937 -2.527 4.230
C -2.435 -3.498 3.115
C -0.932 -3.246 2.827
S -0.640 -1.376 3.262
O -0.621 -0.661 1.976
O 0.421 -1.266 4.250
C -2.328 -1.177 3.999
H -2.660 -2.892 5.219
H -4.012 -2.355 4.276
H -3.009 -3.326 2.205
H -2.604 -4.529 3.426
H -0.461 -3.407 1.857
H -0.385 -3.713 3.647
H -2.963 -0.674 3.271
H -2.285 -0.476 4.832

Summary:
HOMO (eV): -6.9
Kohn-Sham gap (eV): 7.367
LUMO (eV): 0.452
Relative energy (zero: lowest compared OMol25 entry of this formula, charge and spin) (kJ/mol): 0.0
Total charge: 0

=====

3.
The following is a DFT calculation (the ωB97M-V functional and the def2-TZVPD basis) of C33H47AuGeN2OPSeSi as an isolated structure.

Geometry (Å):
Au -0.134 -0.266 0.930
O -1.102 0.272 -1.869
C -2.483 0.003 -1.901
C -3.006 -0.667 -0.653
C -4.347 -1.044 -0.665
C -4.897 -1.665 0.435
C -4.088 -1.911 1.536
C -2.774 -1.509 1.480
N -2.235 -0.887 0.414
H -0.726 0.005 -2.712
H -2.723 -0.653 -2.742
H -3.043 0.934 -2.036
H -4.943 -0.842 -1.546
H -5.938 -1.963 0.436
H -4.464 -2.404 2.422
H -2.105 -1.679 2.315
N 0.596 -2.104 0.071
P 1.755 -2.107 -1.085
C 2.883 -0.709 -1.183
C 2.367 0.565 -1.434
C 3.208 1.662 -1.435
C 4.564 1.501 -1.174
C 5.079 0.241 -0.914
C 4.241 -0.867 -0.920
C 0.810 -2.192 -2.621
C 1.158 -1.448 -3.747
C 0.365 -1.509 -4.887
C -0.760 -2.325 -4.906
C -1.092 -3.084 -3.790
C -0.311 -3.021 -2.647
C 2.729 -3.600 -0.902
C 3.521 -4.048 -1.960
C 4.289 -5.189 -1.806
C 4.270 -5.878 -0.599
C 3.477 -5.436 0.450
C 2.699 -4.296 0.301
H 1.305 0.707 -1.598
H 2.805 2.648 -1.628
H 5.219 2.363 -1.167
H 6.133 0.114 -0.705
H 4.649 -1.847 -0.713
H 2.035 -0.813 -3.734
H 0.632 -0.928 -5.759
H -1.373 -2.378 -5.796
H -1.962 -3.728 -3.812
H -0.575 -3.598 -1.770
H 3.532 -3.509 -2.902
H 4.900 -5.543 -2.626
H 4.873 -6.769 -0.479
H 3.458 -5.980 1.384
H 2.059 -3.959 1.107
C -2.854 4.843 -1.997
Ge -2.904 5.272 -0.087
C -4.639 4.753 0.658
C -2.559 7.175 0.218
C -1.438 4.248 0.758
Se -1.747 2.319 0.730
C -2.661 2.166 2.434
H -3.718 5.265 -2.513
H -2.866 3.761 -2.142
H -1.951 5.242 -2.463
H -5.434 5.260 0.110
H -4.724 5.032 1.709
H -4.799 3.678 0.564
H -3.319 7.788 -0.268
H -1.586 7.464 -0.178
H -2.573 7.401 1.285
H -1.238 4.535 1.790
H -0.518 4.415 0.196
H -3.514 2.840 2.454
H -1.976 2.395 3.244
H -3.011 1.140 2.531
C 1.540 -2.194 3.496
Si 1.531 -0.315 3.636
C 3.067 0.213 4.586
C -0.005 0.243 4.566
C 1.558 0.427 1.908
H 1.692 -2.668 4.469
H 2.357 -2.514 2.842
H 0.608 -2.579 3.073
H 3.075 -0.189 5.602
H 3.128 1.302 4.661
H 3.973 -0.135 4.083
H 0.001 -0.142 5.589
H -0.923 -0.106 4.086
H -0.055 1.334 4.626
H 2.483 0.157 1.395
H 1.471 1.517 1.893

Summary:
HOMO (alpha / beta) (eV): -9.4 / -10.4
Kohn-Sham gap (alpha / beta) (eV): 7.335 / 6.600
LUMO (alpha / beta) (eV): -2.054 / -3.821
Spin multiplicity: 3
Relative energy (zero: lowest compared OMol25 entry of this formula, charge and spin) (kJ/mol): 0.0
Total charge: +1

=====

Q: Look up the total charge of the third one.
A: +1